Entry 1:
ORCA calculation (ωB97M-V with the def2-TZVPD basis set) on a 2-piece molecular cluster, C2H2INO overall.

Element x y z (Å)
N  -1.606  -0.990  -1.096
C  -1.460  -0.088  -0.283
C  -1.130  0.754  0.718
O  -1.122  1.668  1.452
H  -1.041  -1.905  -0.926
I  2.788  0.073  -0.522
H  3.572  0.487  0.658

As for the total energy: -504.96973 Eh. As for the charge: 0. For the energy above the lowest of the compared OMol25 structures with the same formula, charge and spin, the calculation gives 256.01 kJ/mol. For the lowest unoccupied orbital energy, the calculation gives -1.049 eV. The gap between HOMO and LUMO comes out at 0.267 Eh. Its spin multiplicity is 1. The SMILES is N=C=C=O.I.

These are the Mulliken partial charges, in e, on atoms 1 to 4: N -0.4230; C 0.0956; C 0.4150; O -0.3696

Entry 2:
ORCA calculation (ωB97M-V with the def2-TZVPD basis set) on a 3-piece molecular cluster, C5H11N3O overall.

Element x y z (Å)
C  1.848  1.169  1.596
C  -0.318  0.959  -0.200
C  1.540  0.237  0.480
N  -1.101  1.138  0.904
N  2.028  -0.678  -0.094
O  -0.127  1.870  -0.984
H  -1.448  2.062  1.126
H  -1.160  0.418  1.603
H  1.007  -1.444  -1.225
H  1.273  0.907  2.485
H  2.909  1.093  1.840
H  1.603  2.192  1.308
C  -1.539  -1.728  -0.458
C  -0.858  -0.702  -1.316
N  0.278  -1.085  -1.928
H  0.715  -0.341  -2.463
H  -1.515  -0.087  -1.925
H  -2.371  -1.288  0.088
H  -1.943  -2.531  -1.080
H  -0.822  -2.161  0.240

As for the total energy: -436.53199 Eh. As for the charge: 0. For the energy above the lowest of the compared OMol25 structures with the same formula, charge and spin, the calculation gives 302.05 kJ/mol. For the lowest unoccupied orbital energy, the calculation gives 0.126 eV. The gap between HOMO and LUMO comes out at 0.287 Eh. Its spin multiplicity is 1.

These are the Mulliken partial charges, in e, on atoms 1 to 4: C -1.1290; C 0.3289; C 0.8179; N -0.4235

Entry 3:
ORCA calculation (ωB97M-V with the def2-TZVPD basis set) on an isolated ion of composition C3H4NO and charge +1.

Element x y z (Å)
C  0.365  -0.549  -0.106
C  0.172  -0.625  1.193
C  -0.477  0.519  -0.648
N  1.263  -0.352  -1.108
O  0.610  0.657  -1.577
H  0.949  -0.892  1.909
H  -0.811  -0.431  1.599
H  -1.401  0.225  -1.166
H  -0.671  1.447  -0.096

As for the total energy: -246.21833 Eh. As for the charge: +1. For the energy above the lowest of the compared OMol25 structures with the same formula, charge and spin, the calculation gives 456.20 kJ/mol. For the lowest unoccupied orbital energy, the calculation gives -8.123 eV. The gap between HOMO and LUMO comes out at 0.344 Eh. Its spin multiplicity is 1.

These are the Mulliken partial charges, in e, on atoms 1 to 4: C 0.6289; C -0.5011; C -0.3274; N -0.0382

Which formula does entry 2 have?
C5H11N3O

Which value of charge does entry 3 give?
+1